Record 1
ORCA calculation (wB97M-V/def2-TZVPD) on 5 unconnected molecules or ions with the total composition H10O4S2.

Results
SMILES	SS.O.O.O.O
energy above the lowest of the compared OMol25 structures with the same formula, charge and spin	29.4	kcal/mol
HOMO level	-9.0	eV
2S+1	1
electronic energy	-1103.28352	a.u.
LUMO	-0.01	eV
frontier orbital gap	0.3322	Ha

Each line ends with the natural charge from an NBO analysis.
Atoms and positions in Å:
S  -0.44  4.19  1.89  -0.178
S  0.80  3.01  3.15  -0.127
H  -1.46  4.62  2.79  0.158
H  0.90  2.06  2.23  0.141
O  -3.36  -0.83  -2.36  -0.935
H  -3.73  -1.21  -3.22  0.470
H  -2.39  -1.14  -2.47  0.465
O  1.41  1.36  0.02  -0.970
H  0.49  1.11  -0.10  0.488
H  1.68  2.03  -0.59  0.491
O  2.06  -1.45  1.15  -0.946
H  1.64  -1.52  2.03  0.459
H  2.00  -0.43  1.08  0.483
O  0.05  -4.21  -2.19  -0.923
H  0.06  -4.30  -1.22  0.465
H  0.29  -3.29  -2.19  0.458

=====

Record 2
ORCA calculation (wB97M-V/def2-TZVPD) on 6 unconnected molecules or ions with the total composition C35H66NO20.

Results
net charge	+1
HOMO level	-11.9	eV
2S+1	1
electronic energy	-2932.56189	a.u.
LUMO	-3.62	eV
frontier orbital gap	0.3032	Ha

Each line ends with the Mulliken charge.
Atoms and positions in Å:
C  4.57  1.55  1.93  -1.243
C  3.20  1.48  2.61  0.120
C  2.22  0.56  1.91  -0.265
O  1.42  -0.15  2.89  -0.528
C  0.10  0.13  2.90  -0.173
C  -0.81  -0.57  2.12  -0.523
C  -2.15  -0.22  2.18  -1.120
C  -2.60  0.81  3.00  1.081
C  -4.03  1.23  3.03  -1.715
C  -4.28  2.49  2.15  0.113
C  -4.83  2.17  0.78  -0.698
O  -3.82  1.73  -0.13  -0.529
N  -1.69  1.46  3.77  0.304
C  -2.11  2.57  4.69  -0.810
O  -1.12  3.53  4.81  -0.404
C  -0.98  4.39  3.70  -0.489
O  0.08  3.91  2.94  0.010
C  0.72  4.84  2.09  -0.384
C  0.09  4.88  0.68  -0.640
O  -1.24  4.38  0.63  -0.430
C  -0.37  1.15  3.74  -0.181
H  4.74  2.50  1.44  0.351
H  4.70  0.77  1.19  0.354
H  5.37  1.43  2.66  0.311
H  3.30  1.13  3.63  0.340
H  2.78  2.48  2.65  -0.272
H  2.73  -0.19  1.32  0.352
H  1.55  1.11  1.26  0.319
H  -0.48  -1.37  1.48  1.089
H  -2.87  -0.75  1.57  0.556
H  -4.62  0.41  2.64  0.639
H  -4.35  1.43  4.05  0.453
H  -3.37  3.08  2.04  -0.022
H  -4.99  3.14  2.66  0.406
H  -5.57  1.38  0.86  0.312
H  -5.33  3.04  0.37  0.304
H  -2.96  1.89  0.25  0.307
H  -2.32  2.15  5.66  0.247
H  -3.02  2.99  4.28  0.622
H  -1.91  4.37  3.13  0.124
H  -0.79  5.39  4.07  0.520
H  1.73  4.48  1.98  0.172
H  0.78  5.83  2.55  0.387
H  0.67  4.25  0.02  0.318
H  0.11  5.90  0.30  0.364
H  -1.85  5.08  0.87  0.279
H  0.29  1.73  4.35  0.630
C  -0.05  -6.65  -2.24  -1.203
C  0.58  -5.30  -2.02  -0.117
O  -0.16  -4.48  -1.09  -0.349
C  -0.02  -4.80  0.19  0.763
O  0.67  -5.66  0.66  -0.549
O  -0.77  -3.95  0.91  -0.313
C  -0.74  -4.18  2.32  -0.707
H  -1.09  -6.54  -2.56  0.316
H  0.50  -7.20  -3.00  0.345
H  -0.04  -7.24  -1.32  0.319
H  0.59  -4.72  -2.94  0.295
H  1.61  -5.39  -1.67  0.341
H  0.28  -4.18  2.69  0.325
H  -1.22  -5.12  2.59  0.386
H  -1.30  -3.36  2.75  0.171
C  -9.64  5.78  -2.67  -1.069
C  -9.55  4.31  -3.00  -0.185
O  -8.33  3.98  -3.69  -0.381
C  -7.24  3.91  -2.94  0.789
O  -7.18  4.05  -1.74  -0.565
O  -6.20  3.63  -3.73  -0.346
C  -4.95  3.58  -3.04  -0.413
H  -9.53  6.38  -3.58  0.294
H  -10.61  6.00  -2.23  0.352
H  -8.86  6.08  -1.97  0.301
H  -10.33  4.02  -3.69  0.301
H  -9.64  3.69  -2.10  0.303
H  -5.00  2.89  -2.21  0.082
H  -4.68  4.57  -2.68  0.276
H  -4.22  3.24  -3.76  0.262
C  0.06  -12.25  -6.60  -1.094
C  0.71  -10.94  -6.21  -0.208
O  0.17  -10.41  -4.99  -0.345
C  0.59  -11.00  -3.87  0.766
O  1.40  -11.88  -3.79  -0.554
O  -0.03  -10.41  -2.84  -0.305
C  0.29  -10.98  -1.57  -0.704
H  -1.02  -12.13  -6.67  0.292
H  0.44  -12.57  -7.57  0.359
H  0.28  -13.03  -5.87  0.315
H  0.50  -10.17  -6.95  0.293
H  1.79  -11.04  -6.11  0.323
H  1.37  -10.99  -1.41  0.332
H  -0.10  -12.00  -1.49  0.327
H  -0.19  -10.34  -0.83  0.206
C  2.48  -1.48  -2.53  -0.787
C  3.08  -0.85  -3.77  -0.376
O  4.51  -0.94  -3.78  -0.359
C  5.00  -2.15  -4.08  0.794
O  4.35  -3.12  -4.37  -0.558
O  6.32  -2.08  -4.03  -0.339
C  6.99  -3.32  -4.31  -0.629
H  2.91  -1.03  -1.63  0.180
H  1.40  -1.33  -2.52  0.384
H  2.67  -2.55  -2.50  0.226
H  2.87  0.22  -3.80  0.312
H  2.68  -1.30  -4.68  0.355
H  6.68  -3.72  -5.27  0.298
H  6.79  -4.04  -3.52  0.295
H  8.05  -3.08  -4.33  0.221
C  5.58  9.39  3.35  -1.096
C  5.81  8.12  2.57  -0.151
O  6.09  6.99  3.42  -0.375
C  5.05  6.46  4.04  0.824
O  3.89  6.79  3.92  -0.582
O  5.49  5.48  4.83  -0.345
C  4.49  4.89  5.66  -0.375
H  6.43  9.59  4.00  0.299
H  5.46  10.23  2.67  0.362
H  4.69  9.31  3.97  0.312
H  6.70  8.20  1.95  0.291
H  4.97  7.88  1.92  0.279
H  3.65  4.55  5.07  0.024
H  4.14  5.61  6.40  0.298
H  4.97  4.05  6.15  0.241

=====

Record 3
ORCA calculation (wB97M-V/def2-TZVPD) on a molecular structure, C36H28BrF4N2P2S3V.

Results
net charge	+2
energy above the lowest of the compared OMol25 structures with the same formula, charge and spin	7.4	kcal/mol
HOMO level (alpha / beta)	-13.2 / -13.3	eV
2S+1	3
electronic energy	-7292.47866	a.u.
LUMO (alpha / beta)	-6.85 / -6.43	eV
frontier orbital gap (alpha / beta)	0.2351 / 0.2522	Ha

Each line ends with the Löwdin spin population.
Atoms and positions in Å:
V  -1.00  -0.62  0.30  2.111
F  -5.68  1.22  5.36  0.000
C  -4.62  1.23  4.59  0.001
C  -3.63  2.19  4.76  0.000
F  -3.76  3.10  5.70  0.000
C  -2.51  2.19  3.94  -0.001
F  -1.60  3.14  4.12  0.000
C  -2.33  1.24  2.94  -0.001
P  -0.89  1.30  1.83  0.014
C  -1.18  2.80  0.87  0.000
C  -0.75  4.06  1.30  -0.001
C  -1.09  5.18  0.56  0.000
C  -1.85  5.06  -0.59  0.000
C  -2.28  3.81  -1.02  0.000
C  -1.94  2.68  -0.28  0.003
C  0.57  1.54  2.85  0.007
C  1.71  2.09  2.26  0.001
C  2.84  2.31  3.03  0.000
C  2.83  1.99  4.38  0.000
C  1.71  1.43  4.96  0.000
C  0.58  1.19  4.20  0.000
C  -3.35  0.31  2.77  0.009
Br  -3.30  -0.99  1.37  0.002
C  -4.48  0.28  3.57  0.001
F  -5.42  -0.63  3.38  -0.001
H  -0.17  4.17  2.20  0.000
H  -0.76  6.16  0.89  0.000
H  -2.12  5.94  -1.16  0.000
H  -2.88  3.71  -1.91  0.000
H  -2.29  1.70  -0.63  0.002
H  1.72  2.36  1.21  0.000
H  3.72  2.75  2.57  0.000
H  3.71  2.18  4.97  0.000
H  1.71  1.18  6.01  0.000
H  -0.30  0.76  4.67  0.000
C  -0.93  -2.34  -5.72  0.000
C  -1.39  -1.83  -4.41  0.001
C  -2.68  -1.87  -3.94  -0.001
C  -2.97  -1.35  -2.67  0.003
N  -2.03  -0.78  -1.91  0.009
C  -0.77  -0.70  -2.39  0.005
S  0.44  0.04  -1.46  -0.007
N  -0.47  -1.25  -3.60  -0.001
C  -4.37  -1.35  -2.17  0.000
H  -1.70  -2.94  -6.19  0.000
H  -0.03  -2.95  -5.59  0.000
H  -0.69  -1.50  -6.37  0.000
H  -3.46  -2.31  -4.54  0.000
H  0.50  -1.21  -3.89  0.000
H  -4.95  -2.16  -2.61  0.000
H  -4.84  -0.41  -2.47  0.000
H  -4.42  -1.41  -1.09  0.000
S  2.81  -1.37  2.63  -0.013
P  1.29  -2.52  2.83  0.014
S  0.03  -2.37  1.04  -0.157
C  0.14  -2.16  4.18  0.003
C  -1.24  -2.02  4.04  -0.002
C  -2.03  -1.74  5.14  0.000
C  -1.45  -1.59  6.39  0.000
C  -0.08  -1.74  6.54  0.001
C  0.72  -2.02  5.44  0.001
C  1.57  -4.29  2.86  -0.001
C  0.50  -5.16  3.06  -0.001
C  0.73  -6.52  3.13  0.000
C  2.03  -7.01  3.02  0.001
C  3.09  -6.14  2.82  0.000
C  2.86  -4.78  2.74  0.001
H  -1.70  -2.17  3.07  -0.002
H  -3.10  -1.65  5.02  0.000
H  -2.06  -1.37  7.25  0.000
H  0.37  -1.65  7.52  0.000
H  1.79  -2.12  5.56  0.000
H  -0.51  -4.78  3.17  -0.001
H  -0.10  -7.20  3.29  0.000
H  2.21  -8.07  3.09  0.000
H  4.09  -6.53  2.74  0.000
H  3.69  -4.09  2.60  0.000

=====

Record 4
ORCA calculation (wB97M-V/def2-TZVPD) on a molecular structure, C8H18Cl2O3PSSc.

Results
net charge	+2
HOMO level	-16.4	eV
2S+1	1
electronic energy	-2961.47796	a.u.
LUMO	-8.91	eV
frontier orbital gap	0.2769	Ha

Each line ends with the natural charge from an NBO analysis.
Atoms and positions in Å:
C  0.78  -4.47  -1.75  -0.745
C  0.47  -3.19  -1.00  0.535
H  -0.28  -4.85  -1.85  0.265
H  1.47  -5.10  -1.18  0.267
H  1.35  -4.39  -2.71  0.278
O  -0.62  -2.69  -0.89  -0.536
Cl  1.86  -2.53  -0.24  -0.042
Sc  0.45  1.53  0.63  1.649
P  -0.01  1.14  -2.15  0.788
C  -1.56  1.49  -3.06  -0.927
C  1.10  2.44  -2.75  -0.953
H  1.49  -0.66  -2.90  0.258
H  0.58  0.13  -4.25  0.265
H  -0.26  -1.02  -3.17  0.263
C  0.53  -0.26  -3.23  -0.897
H  2.14  2.23  -2.47  0.262
H  1.06  2.49  -3.84  0.275
H  -1.38  1.49  -4.13  0.275
H  -2.04  2.43  -2.76  0.258
H  0.89  3.43  -2.33  0.266
H  -2.25  0.66  -2.87  0.260
C  -1.56  1.64  0.14  0.383
O  -2.70  1.37  0.10  -0.299
Cl  1.57  3.42  1.17  -0.408
C  -0.20  -1.43  4.03  -0.799
S  -1.01  -0.20  3.01  1.234
C  -1.14  1.16  4.25  -0.791
O  0.25  0.28  2.18  -1.024
H  -0.88  -1.68  4.86  0.279
H  0.78  -1.09  4.39  0.280
H  -0.08  -2.31  3.38  0.273
H  -0.19  1.46  4.69  0.275
H  -1.45  2.06  3.71  0.250
H  -1.89  0.88  5.01  0.283

=====

Record 5
ORCA calculation (wB97M-V/def2-TZVPD) on C5H11NO3 in the gas phase.

Results
SMILES	CN(C)C[C@H](O)C(=O)O
energy above the lowest of the compared OMol25 structures with the same formula, charge and spin	71.2	kcal/mol
HOMO level	-8.3	eV
2S+1	1
electronic energy	-477.51200	a.u.
LUMO	0.71	eV
frontier orbital gap	0.3314	Ha

Each line ends with the natural charge from an NBO analysis.
Atoms and positions in Å:
C  0.15  0.76  -1.82  -0.404
N  -0.12  -0.25  -0.81  -0.446
C  -1.42  -0.90  -0.88  -0.414
C  0.97  -0.89  -0.02  -0.247
C  0.76  -0.54  1.47  0.004
O  -0.45  -1.16  1.97  -0.745
C  0.03  1.08  1.12  0.817
O  -0.99  1.54  1.59  -0.634
O  1.09  1.86  0.87  -0.725
H  -0.63  1.52  -1.80  0.200
H  0.17  0.29  -2.81  0.174
H  1.13  1.23  -1.66  0.213
H  -2.21  -0.15  -0.96  0.205
H  -1.44  -1.56  -1.74  0.169
H  -1.60  -1.54  -0.01  0.237
H  0.88  -1.97  -0.21  0.205
H  1.92  -0.47  -0.36  0.216
H  1.60  -0.93  2.05  0.197
H  -0.72  -0.63  2.74  0.483
H  0.88  2.73  1.25  0.493

=====

Record 6
ORCA calculation (wB97M-V/def2-TZVPD) on C3H7O2P in the gas phase.

Results
energy above the lowest of the compared OMol25 structures with the same formula, charge and spin	122.1	kcal/mol
HOMO level	-8.0	eV
2S+1	1
electronic energy	-610.16344	a.u.
LUMO	-0.35	eV
frontier orbital gap	0.2824	Ha

Each line ends with the natural charge from an NBO analysis.
Atoms and positions in Å:
C  -1.31  0.04  0.71  0.463
C  2.50  -1.56  0.38  -0.966
C  -2.05  0.09  -0.52  -0.744
O  -0.13  0.40  0.70  -0.590
O  1.98  1.33  -0.49  -0.992
P  1.67  -0.34  -0.25  1.270
H  -1.79  -0.40  1.55  0.140
H  3.00  -1.50  1.34  0.219
H  -3.10  0.47  -0.28  0.242
H  -2.17  -0.94  -1.13  0.271
H  -1.51  0.86  -1.12  0.248
H  2.09  1.78  0.36  0.487
H  0.82  -0.22  -1.27  -0.048

=====

Q: Which value of 2S+1 does entry 2 give?
A: 1

=====

Q: What is the formula in the third record?
A: C36H28BrF4N2P2S3V